Entry from the OMol25 dataset: a molecular structure, C30H29AsBrCl3N7S2V (ωB97M-V/def2-TZVPD).

For the energy above the lowest of the compared OMol25 structures with the same formula, charge and spin, the calculation gives 32.3 kJ/mol. Its spin multiplicity is 2. The charge is +1. As for the calculated total energy: -257812.8471 eV. The value obtained for the HOMO energy (alpha / beta) is -0.375 / -0.336 Eh. The value obtained for the orbital gap (alpha / beta) is 0.275 / 0.231 Eh. As for the expectation value of S²: 0.827.

Each line ends with the Löwdin charge.
CARTESIAN COORDINATES (ANGSTROEM)
V -1.1519 0.6058 0.0464  -0.183
C 0.1523 -5.3186 2.2979  0.016
C -0.2404 -3.9776 2.7849  -0.322
N -0.3854 -3.6253 4.0196  0.151
N -0.7319 -2.3098 3.9517  0.038
C -0.7928 -1.8259 2.7095  -0.693
S -1.1602 -0.1945 2.3989  0.664
N -0.4978 -2.9079 1.9434  -0.054
N -0.3879 -2.9066 0.5587  0.132
H 0.2389 -5.9848 3.1518  0.096
H 1.1152 -5.2741 1.7855  0.079
H -0.5917 -5.7175 1.6074  0.086
H -0.9004 -1.7813 4.7919  0.162
H -1.1252 -3.4805 0.1615  0.009
H 0.5267 -3.2612 0.3001  0.091
N -5.0918 0.5384 -0.0474  0.115
C -4.2880 1.5337 -0.4349  -0.773
S -3.0854 2.0828 0.6600  0.635
N -4.4837 2.0205 -1.6594  0.091
C -3.8657 3.1414 -2.2992  -0.284
C -3.6557 4.3388 -1.6354  -0.053
C -3.0680 5.3909 -2.3206  -0.063
C -2.7175 5.2570 -3.6559  -0.073
C -2.9620 4.0624 -4.3176  -0.074
C -3.5352 3.0008 -3.6388  -0.051
H -4.9742 0.1655 0.8785  0.085
H -5.8674 0.2145 -0.6037  0.112
H -5.1356 1.5182 -2.2461  0.156
H -3.9402 4.4491 -0.5999  0.093
H -2.8943 6.3265 -1.8063  0.111
H -2.2648 6.0855 -4.1833  0.108
H -2.6938 3.9504 -5.3592  0.110
H -3.7025 2.0548 -4.1403  0.117
Cl -4.8447 -2.5456 -2.2031  0.639
C -3.8670 -2.7793 -0.7475  -1.551
Cl -3.0280 -4.3816 -0.8833  0.602
Cl -4.8989 -2.8590 0.7123  0.617
C -2.9432 -1.6961 -0.6137  -0.356
N -2.1868 -0.8231 -0.4591  -0.025
Br -0.4803 2.0136 -1.7411  0.250
C 3.4314 -3.4124 2.5055  -0.083
C 3.4766 -3.3883 1.1179  -0.081
C 2.8983 -2.3355 0.4169  -0.110
C 2.2663 -1.2993 1.0996  -0.372
C 2.2425 -1.3205 2.4934  -0.136
C 2.8194 -2.3721 3.1927  -0.075
As 1.3420 0.1382 0.1445  1.208
C 2.0560 1.6441 1.1417  -0.375
C 3.3748 1.6494 1.5920  -0.116
C 3.8566 2.7181 2.3319  -0.066
C 3.0227 3.7860 2.6363  -0.070
C 1.7080 3.7859 2.1966  -0.065
C 1.2284 2.7185 1.4504  -0.123
C 2.3218 0.1206 -1.5258  -0.427
C 1.8614 -0.7400 -2.5186  -0.153
C 2.5098 -0.8053 -3.7417  -0.075
C 3.6129 0.0032 -3.9824  -0.074
C 4.0615 0.8735 -3.0007  -0.066
C 3.4187 0.9342 -1.7707  -0.084
H 3.8903 -4.2273 3.0502  0.110
H 3.9790 -4.1807 0.5774  0.110
H 2.9556 -2.3178 -0.6649  0.097
H 1.7842 -0.5018 3.0368  0.096
H 2.8000 -2.3752 4.2752  0.112
H 4.0285 0.8143 1.3701  0.111
H 4.8830 2.7160 2.6745  0.110
H 3.3988 4.6182 3.2166  0.109
H 1.0554 4.6172 2.4280  0.111
H 0.2028 2.7532 1.0960  0.054
H 0.9769 -1.3448 -2.3425  0.098
H 2.1479 -1.4742 -4.5117  0.107
H 4.1152 -0.0384 -4.9398  0.107
H 4.9134 1.5130 -3.1914  0.109
H 3.7671 1.6296 -1.0184  0.096

---

Entry from the OMol25 dataset: a molecular structure, C57H44MnN4Si (ωB97M-V/def2-TZVPD).

Its spin multiplicity is 6. The charge is -2. As for the calculated total energy: -104983.9601 eV. The value obtained for the HOMO energy (alpha / beta) is 0.003 / -0.039 Eh. The value obtained for the orbital gap (alpha / beta) is 0.153 / 0.190 Eh. As for the expectation value of S²: 9.023.

Each line ends with the Löwdin charge.
CARTESIAN COORDINATES (ANGSTROEM)
Mn -0.2259 -0.0368 0.1280  0.774
C -5.4599 -0.3508 5.6699  -0.125
C -4.7489 0.7964 5.3420  -0.100
C -3.8206 0.7715 4.3118  -0.024
C -3.5829 -0.3968 3.5888  -0.203
C -4.2911 -1.5446 3.9400  -0.042
C -5.2276 -1.5230 4.9644  -0.104
C -2.5692 -0.4112 2.5026  -0.097
C -1.1929 -0.4434 2.9207  -0.253
C -0.7457 -0.6741 4.2274  -0.031
C 0.6287 -0.8928 4.1433  -0.054
C 0.9852 -0.7694 2.7913  -0.291
C 2.3129 -0.8299 2.2521  -0.080
C 3.2677 -1.7272 2.8846  -0.168
C 2.8040 -2.8688 3.5815  -0.050
C 3.6608 -3.7727 4.1756  -0.110
C 5.0409 -3.6037 4.1022  -0.138
C 5.5263 -2.5178 3.3884  -0.119
C 4.6697 -1.6104 2.7863  -0.034
C 2.6480 0.0210 1.1290  -0.262
N 1.7453 0.2922 0.1203  0.008
C 2.3496 1.1615 -0.7492  -0.252
C 1.7657 1.5772 -1.9916  -0.084
C 2.4757 2.5651 -2.8296  -0.190
C 1.8374 3.7635 -3.1647  -0.027
C 2.4450 4.6946 -3.9921  -0.099
C 3.7120 4.4522 -4.5084  -0.127
C 4.3597 3.2674 -4.1850  -0.109
C 3.7488 2.3369 -3.3576  -0.043
C 0.5949 1.0338 -2.5099  -0.242
C 0.1615 1.1251 -3.8717  -0.018
C -0.9822 0.3835 -3.9878  -0.026
C -1.2853 -0.1345 -2.7011  -0.281
N -0.2985 0.2464 -1.8199  0.009
C -2.5243 -0.6917 -2.3263  -0.141
C -2.9276 -0.8359 -1.0126  -0.264
C -4.2726 -1.1000 -0.5687  -0.016
C -4.3144 -0.8900 0.7650  -0.009
C -2.9677 -0.5789 1.2030  -0.238
N -2.1439 -0.5613 0.0944  0.008
C -3.4836 -1.0098 -3.4180  -0.190
C -4.6374 -0.2505 -3.6087  -0.038
C -5.5218 -0.5416 -4.6375  -0.098
C -5.2610 -1.5948 -5.5041  -0.122
C -4.1102 -2.3521 -5.3313  -0.099
C -3.2316 -2.0616 -4.2973  -0.029
C 3.6087 1.5097 -0.2605  -0.046
C 3.8040 0.7750 0.9125  -0.057
N -0.1381 -0.4674 2.0588  -0.014
H -6.1874 -0.3311 6.4730  0.085
H -4.9198 1.7159 5.8890  0.091
H -3.2614 1.6613 4.0501  0.123
H -4.0917 -2.4597 3.3960  0.119
H -5.7703 -2.4258 5.2178  0.089
H -1.3702 -0.7078 5.1059  0.094
H 1.3167 -1.0820 4.9515  0.099
H 1.7404 -3.0497 3.6227  0.095
H 3.2434 -4.6355 4.6826  0.090
H 5.7154 -4.3123 4.5678  0.079
H 6.5962 -2.3687 3.2898  0.088
H 5.1063 -0.8044 2.2234  0.070
H 0.8554 3.9574 -2.7480  0.122
H 1.9281 5.6178 -4.2258  0.092
H 4.1872 5.1774 -5.1594  0.083
H 5.3440 3.0585 -4.5897  0.088
H 4.2503 1.4069 -3.1251  0.114
H 0.6760 1.6665 -4.6493  0.099
H -1.5888 0.2435 -4.8693  0.100
H -5.0931 -1.3699 -1.2140  0.099
H -5.1714 -0.9639 1.4146  0.098
H -4.8267 0.5793 -2.9385  0.118
H -6.4122 0.0622 -4.7674  0.092
H -5.9470 -1.8203 -6.3120  0.086
H -3.8958 -3.1756 -6.0027  0.092
H -2.3339 -2.6503 -4.1551  0.109
H 4.2897 2.2191 -0.6970  0.088
H 4.6488 0.8780 1.5701  0.078
C -2.8764 5.0020 -1.4489  -0.126
C -2.9793 3.6282 -1.7620  -0.099
C -2.2333 2.7093 -1.0795  -0.026
C -1.3263 3.0817 -0.0486  -0.168
C -0.5198 2.1040 0.6270  -0.083
C 0.2795 2.5940 1.6387  -0.118
C 0.3414 3.9605 1.9945  -0.099
C -0.4033 4.8867 1.3229  -0.083
C -1.2577 4.4656 0.2767  -0.192
C -2.0406 5.4030 -0.4476  -0.076
H -3.4633 5.7316 -1.9972  0.082
H -3.6470 3.3012 -2.5510  0.086
H -2.3284 1.6635 -1.3174  0.080
H 0.9234 1.9111 2.1876  0.084
H 1.0023 4.2729 2.7982  0.088
H -0.3533 5.9429 1.5725  0.090
H -1.9581 6.4542 -0.1873  0.093
C -0.5283 -3.1827 -1.7493  -0.221
Si 0.2103 -2.4404 -0.1693  0.588
C 2.0212 -2.9554 -0.3346  -0.201
C -0.5783 -3.4462 1.2231  -0.197
H -0.1997 -4.2270 -1.7971  0.021
H -0.1732 -2.6669 -2.6418  0.022
H -1.6169 -3.1627 -1.7508  0.014
H 2.0566 -4.0498 -0.3733  0.021
H 2.6631 -2.6156 0.4737  0.003
H 2.4297 -2.5678 -1.2702  0.028
H -0.3410 -4.5060 1.0806  0.021
H -1.6640 -3.3283 1.1992  0.021
H -0.2355 -3.1395 2.2104  0.008